Record 1
54
Properties=species:S:1:pos:R:3 method="wB97M-V/def2-TZVPD" charge=+1 lumo_energy_ev=-4.067 orbital_gap_ev=6.4 spin_multiplicity=1 homo_energy_ev=-10.43
C -5.949 1.234 -2.400
N -5.335 0.213 -1.564
C -6.263 -0.490 -0.700
C -3.995 0.036 -1.509
C -3.099 1.071 -1.874
C -1.755 0.976 -1.581
N -1.210 -0.154 -1.021
C 0.127 -0.266 -0.629
C 1.055 0.768 -0.944
C 2.521 0.414 -1.092
C 3.452 1.469 -0.982
C 4.824 1.211 -1.013
C 5.288 -0.093 -1.206
C 4.373 -1.128 -1.382
C 2.999 -0.878 -1.349
O 0.755 1.989 -0.920
C -2.033 -1.242 -0.825
C -3.402 -1.149 -0.976
H -5.361 1.418 -3.304
H -6.946 0.880 -2.684
H -6.074 2.183 -1.856
H -5.797 -1.286 -0.119
H -6.722 0.217 0.003
H -7.054 -0.913 -1.324
H -3.435 2.020 -2.304
H -1.078 1.782 -1.827
H 0.468 -1.297 -0.580
H 3.085 2.493 -0.839
H 5.509 2.045 -0.854
H 6.361 -0.288 -1.197
H 4.725 -2.142 -1.519
H 2.289 -1.685 -1.524
H -1.541 -2.176 -0.582
H -4.014 -1.995 -0.676
C -0.529 -1.324 2.076
C 0.337 -0.125 1.866
C -0.279 1.205 2.136
C 1.741 -0.269 2.091
C 2.584 0.866 2.273
C 3.970 0.721 2.331
C 4.558 -0.542 2.235
C 3.751 -1.675 2.085
C 2.360 -1.548 2.046
H -0.359 -2.065 1.286
H -0.321 -1.840 3.041
H -1.595 -1.042 2.037
H 0.051 1.926 1.382
H -1.374 1.168 2.060
H -0.012 1.597 3.137
H 2.151 1.861 2.363
H 4.600 1.609 2.456
H 5.654 -0.650 2.274
H 4.198 -2.668 2.012
H 1.747 -2.443 1.960

***

Record 2
58
Properties=species:S:1:pos:R:3 method="wB97M-V/def2-TZVPD" charge=+3 lumo_energy_ev="-9.994 / -12.507" orbital_gap_ev="6.7 / 4.2" spin_multiplicity=4 homo_energy_ev="-16.68 / -16.67"
Re 0.390 -0.556 0.424
O 2.281 0.345 0.140
C 2.221 -0.915 -0.301
O 2.084 -1.896 0.590
C 2.230 -1.108 -1.809
P 0.441 -0.550 -1.916
C 0.489 1.099 -2.709
C 1.302 2.098 -2.142
C 1.350 3.372 -2.708
C 0.714 3.650 -3.899
C -0.077 2.687 -4.477
C -0.233 1.419 -3.856
C -0.252 -1.603 -3.167
C -1.337 -2.459 -2.826
C -1.717 -3.443 -3.754
C -1.076 -3.583 -4.947
C -0.045 -2.729 -5.299
C 0.360 -1.735 -4.434
H 2.454 -2.092 -2.233
H 2.936 -0.365 -2.228
H 1.921 1.840 -1.296
H 1.949 4.133 -2.184
H 0.827 4.643 -4.368
H -0.580 2.840 -5.453
H -0.925 0.696 -4.325
H -1.855 -2.318 -1.880
H -2.542 -4.111 -3.497
H -1.397 -4.352 -5.661
H 0.435 -2.781 -6.259
H 1.197 -1.068 -4.681
C -1.092 -1.712 1.405
C -0.945 -1.916 2.841
C -1.649 -1.074 3.753
C -1.217 -1.006 5.071
C -0.175 -1.859 5.513
C 0.307 -2.859 4.644
C -0.126 -2.951 3.341
C 0.497 -1.625 6.731
N 1.070 -1.491 7.747
H -1.873 -0.939 1.233
H -1.338 -2.567 0.762
H -2.401 -0.394 3.336
H -1.664 -0.297 5.796
H 1.024 -3.546 5.051
H 0.301 -3.695 2.658
N -0.006 3.965 3.622
C -0.479 3.428 2.273
C -0.234 1.917 2.254
N -0.471 1.266 0.948
H -0.727 4.583 4.044
H 0.821 4.594 3.540
H 0.185 3.200 4.296
H 0.138 3.963 1.502
H -1.549 3.675 2.175
H -0.936 1.408 2.940
H 0.789 1.700 2.585
H -0.297 1.954 0.177
H -1.498 1.120 0.915

***

Record 3
59
Properties=species:S:1:pos:R:3 method="wB97M-V/def2-TZVPD" lumo_energy_ev=0.232 orbital_gap_ev=8.1 spin_multiplicity=1 homo_energy_ev=-7.84
C -6.480 -0.498 -0.965
C -6.249 0.953 -1.358
O -4.899 1.356 -1.124
C -4.605 1.708 0.148
O -5.402 1.709 1.055
N -3.314 2.100 0.280
C -2.784 2.418 1.588
C -1.729 1.382 1.981
N -0.719 1.289 0.945
C 0.567 1.583 1.236
O 0.918 1.983 2.334
C 1.582 1.432 0.136
C 1.904 0.272 -0.461
C 1.376 -1.041 -0.143
C 0.907 -1.386 1.128
C 0.409 -2.645 1.377
C 0.369 -3.606 0.367
S -0.303 -5.176 0.805
C -0.025 -6.202 -0.667
C 0.855 -3.285 -0.894
C 1.358 -2.023 -1.135
N 2.219 2.633 -0.168
C 3.536 2.855 -0.492
O 3.880 3.936 -0.919
C 4.485 1.739 -0.238
C 5.444 1.425 -1.194
C 6.364 0.422 -0.949
C 6.345 -0.255 0.259
C 5.411 0.078 1.227
C 4.481 1.071 0.985
C -1.251 0.957 -0.353
C -2.311 1.998 -0.752
H -6.336 -0.617 0.106
H -5.786 -1.149 -1.492
H -7.497 -0.785 -1.217
H -6.918 1.608 -0.790
H -6.402 1.103 -2.429
H -3.611 2.416 2.298
H -2.332 3.415 1.556
H -1.234 1.669 2.909
H -2.200 0.401 2.103
H 2.633 0.299 -1.262
H 0.965 -0.673 1.935
H 0.054 -2.908 2.362
H -0.372 -7.195 -0.400
H 1.036 -6.233 -0.901
H -0.604 -5.823 -1.504
H 0.851 -4.009 -1.693
H 1.734 -1.786 -2.120
H 1.668 3.479 -0.086
H 5.454 1.970 -2.126
H 7.102 0.174 -1.698
H 7.066 -1.036 0.451
H 5.408 -0.438 2.175
H 3.761 1.339 1.744
H -1.714 -0.036 -0.305
H -0.453 0.938 -1.094
H -2.784 1.717 -1.690
H -1.829 2.977 -0.869

***

Record 4
60
Properties=species:S:1:pos:R:3 method="wB97M-V/def2-TZVPD" charge=+1 lumo_energy_ev="-3.274 / -3.162" orbital_gap_ev="7.5 / 7.5" spin_multiplicity=2 homo_energy_ev="-10.81 / -10.63"
Ti 0.269 0.836 0.149
C 2.856 1.728 3.387
C 1.464 1.391 2.905
C 0.553 0.887 4.011
O 1.544 0.370 1.853
C 0.802 2.592 2.210
O 1.085 3.730 2.433
O -0.148 2.216 1.328
H 3.262 0.911 3.984
H 2.820 2.628 3.997
H 3.521 1.919 2.545
H 0.951 -0.040 4.432
H -0.454 0.696 3.640
H 0.504 1.629 4.808
H 1.502 -0.513 2.258
C 4.081 -0.488 -2.417
C 2.893 -0.191 -1.631
N 1.951 0.035 -1.021
H 4.837 -0.929 -1.769
H 4.458 0.438 -2.848
H 3.815 -1.185 -3.210
N 1.163 4.318 -4.242
C 0.048 3.636 -4.636
O -0.316 3.537 -5.783
C -0.723 2.964 -3.532
C -2.112 2.917 -3.589
C -2.810 2.272 -2.587
C -2.099 1.648 -1.575
N -0.761 1.653 -1.536
C -0.091 2.315 -2.491
H 1.616 4.865 -4.958
H 1.211 4.680 -3.303
H -2.623 3.383 -4.422
H -3.889 2.230 -2.581
H -2.605 1.114 -0.781
H 0.991 2.305 -2.427
C 0.650 -3.503 4.211
C -0.581 -2.917 4.462
C -1.225 -2.186 3.469
C -0.657 -2.022 2.205
C 0.583 -2.631 1.973
C 1.233 -3.365 2.957
Si -1.441 -0.923 0.895
C -1.958 -1.889 -0.633
C -1.016 -2.360 -1.553
C -1.395 -3.022 -2.712
C -2.742 -3.217 -2.984
C -3.698 -2.754 -2.091
C -3.308 -2.099 -0.930
H 1.149 -4.072 4.983
H -1.046 -3.029 5.433
H -2.185 -1.734 3.690
H 1.051 -2.553 0.993
H 2.185 -3.836 2.746
H -2.702 -0.384 1.471
H 0.047 -2.226 -1.363
H -0.645 -3.387 -3.402
H -3.047 -3.730 -3.887
H -4.750 -2.909 -2.293
H -4.070 -1.752 -0.241

***

In kcal/mol, the relative energy (zero: lowest compared OMol25 entry of this formula, charge and spin) values for the records above are, in order, 50.8 9.1 10.8 0.0.